Entry 1:
A molecular structure, C37H29ClGeN2O5Pd, computed with ωB97M-V with the def2-TZVPD basis set.

- Orbital gap (alpha / beta): 8.09 / 5.51 eV
- Energy relative to the best compared isomer or geometry (same formula, charge and spin): 0.000 eV
- E_HOMO (alpha / beta): -10.9 / -12.0 eV
- Strongest force on any atom: 0.7 eV/Å

Geometry as ORCA input:
```
! wB97M-V def2-TZVPD RIJCOSX def2/J DEFGRID3
* xyz 1 4
Pd -0.399 -0.746 0.166
O -5.505 -0.602 -2.744
C -5.047 -1.837 -2.750
O -5.641 -2.752 -3.256
C -3.734 -2.088 -2.072
C -3.136 -3.340 -1.980
Cl -3.683 -4.858 -2.476
N -1.966 -3.203 -1.315
N -1.794 -1.925 -0.954
C -2.832 -1.236 -1.410
C -2.814 0.249 -1.148
O -3.704 0.960 -1.592
O -1.807 0.670 -0.470
C -0.939 -4.151 -1.003
C -0.474 -5.011 -1.985
C 0.557 -5.884 -1.676
C 1.128 -5.871 -0.412
C 0.660 -4.994 0.557
C -0.389 -4.133 0.270
H -4.894 0.046 -2.295
H -0.911 -4.993 -2.973
H 0.918 -6.573 -2.429
H 1.933 -6.554 -0.176
H 1.097 -4.997 1.547
H -0.793 -3.472 1.027
C 3.119 2.318 -4.189
C 4.112 1.899 -3.309
C 3.766 1.130 -2.213
C 2.411 0.825 -1.969
C 1.423 1.210 -2.890
C 1.777 1.980 -3.976
Ge 1.935 -0.197 -0.362
C 2.877 -1.628 -1.397
C 4.164 -2.063 -1.063
C 4.617 -3.251 -1.616
C 3.862 -3.896 -2.577
C 2.638 -3.387 -2.996
C 2.162 -2.211 -2.444
C 3.090 0.304 1.125
C 3.640 1.584 1.206
C 4.393 1.959 2.312
C 4.599 1.060 3.349
C 4.051 -0.216 3.281
C 3.297 -0.586 2.179
H 3.388 2.906 -5.056
H 5.146 2.161 -3.487
H 4.533 0.789 -1.526
H 0.384 0.957 -2.711
H 1.015 2.325 -4.662
H 4.749 -1.522 -0.328
H 5.568 -3.669 -1.312
H 4.249 -4.797 -3.036
H 2.076 -3.900 -3.765
H 1.223 -1.778 -2.763
H 3.481 2.300 0.407
H 4.816 2.954 2.364
H 5.186 1.352 4.210
H 4.205 -0.916 4.092
H 2.856 -1.578 2.150
C -0.265 1.748 2.499
C 0.094 0.401 3.041
O 0.073 -0.599 2.317
C 0.500 0.256 4.450
C 0.521 1.348 5.317
C 0.923 1.183 6.632
C 1.304 -0.072 7.087
C 1.283 -1.166 6.230
C 0.882 -1.004 4.917
H -0.502 1.680 1.440
H 0.558 2.447 2.658
H -1.136 2.143 3.025
H 0.225 2.331 4.974
H 0.936 2.032 7.302
H 1.615 -0.200 8.115
H 1.575 -2.143 6.592
H 0.856 -1.847 4.240
*
```


Entry 2:
A molecular structure, C37H30BN3O8Pd, computed with ωB97M-V with the def2-TZVPD basis set.

- Orbital gap (alpha / beta): 4.31 / 6.83 eV
- Energy relative to the best compared isomer or geometry (same formula, charge and spin): 0.000 eV
- E_HOMO (alpha / beta): 0.2 / -2.4 eV
- Strongest force on any atom: 0.2 eV/Å

Geometry as ORCA input:
```
! wB97M-V def2-TZVPD RIJCOSX def2/J DEFGRID3
* xyz -2 3
Pd 0.492 0.996 -0.510
C 1.585 -0.843 -3.180
C 2.851 -1.323 -2.530
C 3.458 -2.499 -2.951
C 4.627 -2.959 -2.361
C 5.182 -2.233 -1.319
C 4.595 -1.057 -0.861
C 5.204 -0.330 0.303
C 3.428 -0.579 -1.484
N 2.783 0.586 -1.045
C 3.509 1.699 -1.030
O 4.670 1.883 -1.443
C 2.816 2.902 -0.411
C 3.498 4.094 -0.206
C 2.810 5.159 0.355
C 1.466 5.022 0.674
C 0.849 3.805 0.428
N 1.536 2.785 -0.081
C -0.638 3.605 0.695
O -1.255 4.565 1.200
N -1.091 2.431 0.295
C -2.452 2.120 0.463
C -3.253 1.961 -0.676
C -2.661 2.188 -2.038
C -4.580 1.576 -0.530
C -5.119 1.339 0.724
C -4.319 1.492 1.846
C -2.990 1.881 1.737
C -2.119 2.009 2.952
H 1.365 -1.436 -4.070
H 1.669 0.207 -3.464
H 0.737 -0.917 -2.495
H 3.002 -3.060 -3.761
H 5.092 -3.877 -2.702
H 6.084 -2.589 -0.829
H 5.848 -1.000 0.876
H 4.424 0.052 0.966
H 5.781 0.530 -0.043
H 4.537 4.147 -0.495
H 3.317 6.101 0.534
H 0.872 5.820 1.097
H -2.236 3.191 -2.120
H -3.420 2.059 -2.812
H -1.849 1.479 -2.217
H -5.187 1.430 -1.418
H -6.146 1.005 0.823
H -4.725 1.286 2.832
H -2.650 1.672 3.844
H -1.807 3.046 3.088
H -1.214 1.406 2.836
O -0.899 -0.690 -1.002
C -1.675 -1.079 -0.084
O -1.261 -0.880 1.243
C -2.941 -1.654 -0.249
C -3.751 -2.062 0.857
C -5.012 -2.599 0.683
C -5.473 -2.749 -0.616
O -6.739 -3.153 -1.071
C -6.494 -3.398 -2.438
O -5.456 -2.533 -2.862
C -4.706 -2.345 -1.701
C -3.461 -1.808 -1.584
H -3.366 -1.915 1.856
H -5.623 -2.878 1.532
H -7.395 -3.193 -3.015
H -6.160 -4.441 -2.566
H -2.877 -1.486 -2.434
O 0.914 -1.983 0.935
B 0.029 -1.097 1.566
O 0.588 -0.592 2.754
C 1.813 -1.188 2.843
C 2.761 -1.055 3.830
C 3.925 -1.816 3.694
C 4.110 -2.663 2.610
C 3.145 -2.782 1.607
C 2.005 -2.030 1.751
H 2.603 -0.389 4.668
H 4.700 -1.736 4.447
H 5.030 -3.227 2.524
H 3.291 -3.407 0.737
*
```